Entry 1:
{
  "formula": "C22H50MnO3P2",
  "method": "ωB97M-V/def2-TZVPD",
  "symbols": ["Mn", "C", "O", "C", "O", "P", "C", "H", "C", "H", "C", "H", "C", "P", "H", "H", "C", "H", "C", "H", "H", "H", "C", "H", "H", "H", "C", "H", "H", "H", "C", "H", "H", "H", "C", "H", "H", "H", "C", "H", "H", "H", "C", "H", "H", "H", "C", "H", "C", "H", "H", "C", "H", "H", "H", "C", "H", "H", "H", "C", "H", "H", "H", "C", "H", "H", "H", "H", "H", "C", "C", "O", "H", "H", "H", "H", "H", "H"],
  "xyz": [[0.275, -0.576, -0.295], [1.076, 0.219, -1.662], [1.553, 0.868, -2.531], [0.574, -2.278, -0.536], [0.709, -3.400, -0.872], [2.106, -0.033, 1.058], [2.109, -0.869, 2.733], [3.119, -0.696, 3.134], [3.755, -0.603, 0.340], [3.460, -1.530, -0.185], [2.376, 1.749, 1.563], [1.461, 1.952, 2.141], [-2.498, 1.207, -2.159], [-1.788, -0.445, -1.595], [-3.967, -1.443, -1.711], [-2.704, 1.677, -1.185], [-1.850, -1.351, -3.243], [-2.677, -0.847, -3.764], [4.341, 0.360, -0.698], [4.932, 1.158, -0.225], [3.589, 0.799, -1.364], [5.033, -0.209, -1.338], [4.846, -0.973, 1.359], [5.813, -1.030, 0.838], [4.669, -1.951, 1.821], [4.960, -0.219, 2.150], [3.580, 1.969, 2.482], [3.581, 1.337, 3.378], [3.570, 3.010, 2.841], [4.529, 1.838, 1.943], [2.418, 2.751, 0.405], [2.033, 3.720, 0.765], [1.812, 2.449, -0.459], [3.445, 2.926, 0.054], [1.115, -0.243, 3.715], [1.523, 0.652, 4.206], [0.885, -0.962, 4.516], [0.168, 0.034, 3.231], [1.922, -2.380, 2.595], [0.902, -2.629, 2.282], [2.099, -2.853, 3.573], [2.625, -2.829, 1.881], [-3.797, 1.133, -2.975], [-4.495, 0.347, -2.671], [-3.584, 1.015, -4.046], [-4.328, 2.091, -2.865], [-1.495, 2.096, -2.885], [-1.278, 1.735, -3.900], [-3.065, -2.403, -0.015], [-0.549, 2.190, -2.343], [-1.935, 3.102, -2.980], [-4.144, -0.128, -0.030], [-2.789, -2.135, 1.012], [-3.986, -3.007, 0.036], [-2.274, -3.042, -0.426], [-3.349, -1.152, -0.845], [-4.811, -0.659, 0.660], [-4.780, 0.506, -0.657], [-3.478, 0.518, 0.557], [-2.177, -2.839, -3.121], [-1.412, -3.358, -2.522], [-2.170, -3.275, -4.132], [-3.167, -3.034, -2.689], [-0.583, -1.164, -4.077], [-0.249, -0.122, -4.147], [-0.791, -1.525, -5.098], [0.247, -1.766, -3.676], [-0.922, -1.348, 0.999], [-0.522, -1.229, 1.677], [-2.272, 1.283, 2.832], [-1.414, 2.320, 2.139], [-1.409, 2.100, 0.725], [-2.175, 1.417, 3.915], [-1.976, 0.248, 2.596], [-3.327, 1.398, 2.578], [-0.373, 2.254, 2.522], [-1.796, 3.339, 2.358], [-0.849, 2.768, 0.308]],
  "e_homo_ev": [-22.1, -22.1],
  "orbital_gap_ev": [5.66, 3.78],
  "multiplicity": 4,
  "s2": 3.827,
  "charge": 4
}

***

Entry 2:
{
  "formula": "C4H5ClO3",
  "method": "ωB97M-V/def2-TZVPD",
  "symbols": ["C", "C", "C", "C", "O", "O", "O", "Cl", "H", "H", "H", "H", "H"],
  "xyz": [[-1.038, -1.047, 0.062], [-0.157, -1.543, 1.135], [-1.184, 0.245, -0.220], [-0.545, 1.342, 0.569], [0.792, -0.965, 1.587], [-0.879, 1.666, 1.674], [0.411, 1.967, -0.121], [3.320, 0.089, 0.066], [-1.581, -1.800, -0.490], [-0.444, -2.551, 1.500], [-1.834, 0.578, -1.019], [3.158, 1.052, -0.763], [0.832, 2.634, 0.443]],
  "e_homo_ev": -10.2,
  "orbital_gap_ev": 10.01,
  "smiles": "O=C/C=C\\C(=O)O.Cl",
  "de_lowest_kj_mol": 78.32
}

***

Entry 3:
{
  "formula": "C4H5NO2",
  "method": "ωB97M-V/def2-TZVPD",
  "symbols": ["C", "C", "C", "O", "C", "O", "N", "H", "H", "H", "H", "H"],
  "xyz": [[-0.262, -0.597, -1.612], [-0.307, -0.060, -0.221], [-0.683, -0.697, 0.889], [-0.097, -0.126, 1.997], [0.690, 0.917, 1.573], [1.393, 1.576, 2.292], [0.515, 0.991, 0.209], [-0.077, 0.172, -2.364], [0.582, -1.294, -1.646], [-1.170, -1.144, -1.872], [-1.253, -1.602, 1.029], [0.670, 1.863, -0.272]],
  "e_homo_ev": -8.7,
  "orbital_gap_ev": 9.37,
  "smiles": "Cc1coc(=O)[nH]1",
  "de_lowest_kj_mol": 24.99
}

***

Entry 4:
{
  "formula": "C7H12NOPS2",
  "method": "ωB97M-V/def2-TZVPD",
  "symbols": ["C", "C", "C", "C", "C", "C", "C", "N", "O", "P", "S", "S", "H", "H", "H", "H", "H", "H", "H", "H", "H", "H", "H", "H"],
  "xyz": [[-1.334, 0.894, 0.631], [-1.506, 2.331, 1.339], [0.850, 0.512, -1.456], [-0.109, -0.551, 2.174], [0.773, -0.308, -0.173], [0.946, 1.583, 1.441], [0.072, 0.410, 0.990], [-2.225, 0.263, -0.015], [-4.187, -1.100, -1.011], [-2.611, -1.349, -0.899], [-2.959, 3.073, 1.325], [-0.105, 2.910, 2.101], [1.377, -0.050, -2.222], [1.385, 1.449, -1.311], [-0.147, 0.747, -1.821], [-0.702, -1.412, 1.874], [-0.619, -0.050, 2.996], [0.861, -0.897, 2.527], [0.236, -1.238, -0.379], [1.782, -0.569, 0.157], [1.636, 1.300, 2.232], [1.512, 2.021, 0.619], [-4.396, -0.158, -0.962], [-2.172, -0.753, -2.114]],
  "e_homo_ev": -8.4,
  "orbital_gap_ev": 7.76,
  "smiles": "CC[C@@]1(C)CSC(=S)/C1=N/PO",
  "de_lowest_kj_mol": 0.00
}

***

Entry 5:
{
  "formula": "C12H17N3O3S",
  "method": "ωB97M-V/def2-TZVPD",
  "symbols": ["C", "N", "C", "N", "N", "C", "O", "C", "C", "C", "C", "C", "C", "C", "H", "O", "C", "H", "H", "H", "O", "C", "H", "H", "H", "H", "H", "H", "H", "H", "H", "S", "H", "H", "H", "H"],
  "xyz": [[4.265, 2.871, -1.499], [3.725, 2.707, -0.171], [3.224, 1.559, 0.324], [3.192, 0.476, -0.491], [2.508, -0.661, -0.065], [1.792, -1.368, -0.973], [1.862, -1.127, -2.163], [0.948, -2.458, -0.344], [-0.206, -1.792, 0.361], [-0.185, -1.552, 1.724], [-1.242, -0.892, 2.319], [-2.339, -0.446, 1.588], [-2.363, -0.681, 0.200], [-1.293, -1.347, -0.382], [-1.286, -1.530, -1.445], [-3.446, -0.243, -0.523], [-3.468, -0.468, -1.910], [-3.462, -1.537, -2.147], [-4.403, -0.029, -2.258], [-2.630, 0.023, -2.415], [-3.287, 0.177, 2.343], [-4.442, 0.742, 1.766], [-4.985, 1.186, 2.600], [-5.067, -0.014, 1.286], [-4.194, 1.519, 1.039], [-1.243, -0.697, 3.379], [0.644, -1.884, 2.331], [1.552, -3.026, 0.363], [0.594, -3.116, -1.137], [2.279, -0.616, 0.929], [3.146, 0.561, -1.503], [2.739, 1.450, 1.908], [3.855, 3.443, 0.504], [5.088, 2.174, -1.681], [4.636, 3.887, -1.603], [3.492, 2.707, -2.255]],
  "e_homo_ev": -8.0,
  "orbital_gap_ev": 8.63,
  "smiles": "CNC(=S)NNC(=O)Cc1ccc(OC)c(OC)c1",
  "de_lowest_kj_mol": 115.93
}

***

Entry 6:
{
  "formula": "C44H45BiBr2N4P2S2Si",
  "method": "ωB97M-V/def2-TZVPD",
  "symbols": ["Bi", "S", "P", "C", "P", "S", "C", "C", "C", "C", "C", "C", "C", "C", "C", "C", "C", "C", "C", "C", "C", "C", "C", "C", "C", "C", "C", "C", "C", "C", "H", "H", "H", "H", "H", "H", "H", "H", "H", "H", "H", "H", "H", "H", "H", "H", "H", "H", "H", "H", "Br", "C", "Br", "H", "H", "C", "N", "C", "N", "C", "N", "C", "N", "C", "C", "H", "H", "H", "H", "H", "H", "H", "H", "H", "H", "H", "H", "C", "C", "C", "C", "C", "C", "Si", "C", "C", "C", "C", "C", "C", "H", "H", "H", "H", "H", "H", "H", "H", "H", "H", "H"],
  "xyz": [[-0.043, 0.007, 0.013], [-0.181, 2.969, 2.316], [0.314, 3.381, 0.466], [1.011, 1.927, -0.265], [2.139, 1.794, -1.618], [2.642, -0.063, -2.033], [1.628, 2.485, -3.235], [0.296, 2.512, -3.622], [-0.044, 2.930, -4.902], [0.948, 3.291, -5.798], [2.286, 3.227, -5.428], [2.627, 2.819, -4.150], [3.603, 2.830, -1.257], [3.581, 4.194, -1.534], [4.691, 4.977, -1.262], [5.824, 4.408, -0.701], [5.852, 3.049, -0.424], [4.751, 2.258, -0.719], [1.289, 4.913, 0.667], [2.545, 4.878, 1.263], [3.155, 6.053, 1.667], [2.512, 7.271, 1.505], [1.233, 7.306, 0.968], [0.619, 6.132, 0.561], [-1.062, 3.898, -0.633], [-2.331, 3.417, -0.349], [-3.384, 3.644, -1.222], [-3.169, 4.363, -2.389], [-1.906, 4.866, -2.669], [-0.852, 4.628, -1.801], [-0.468, 2.198, -2.920], [-1.086, 2.971, -5.195], [0.681, 3.619, -6.795], [3.062, 3.492, -6.133], [3.665, 2.731, -3.860], [2.700, 4.637, -1.980], [4.671, 6.035, -1.489], [6.692, 5.021, -0.495], [6.735, 2.593, 0.006], [4.801, 1.188, -0.562], [3.034, 3.926, 1.432], [4.140, 6.018, 2.118], [2.994, 8.190, 1.813], [0.706, 8.247, 0.873], [-0.395, 6.164, 0.192], [-2.486, 2.892, 0.582], [-4.369, 3.263, -0.985], [-3.987, 4.531, -3.078], [-1.743, 5.438, -3.573], [0.134, 5.021, -2.022], [0.073, -3.168, -2.560], [-0.729, -4.607, -1.544], [-1.397, -4.012, 0.171], [0.034, -5.351, -1.358], [-1.561, -5.013, -2.104], [1.262, -1.280, 2.951], [1.680, -0.886, 1.582], [2.218, -2.099, 0.897], [3.331, -2.667, 1.634], [2.869, -3.021, 2.977], [2.369, -1.851, 3.699], [3.454, -0.872, 3.787], [3.908, -0.463, 2.460], [2.782, 0.104, 1.740], [4.382, -1.650, 1.741], [0.457, -2.014, 2.888], [0.901, -0.390, 3.464], [2.542, -1.821, -0.103], [1.415, -2.839, 0.833], [3.693, -3.461, 3.540], [2.063, -3.753, 2.887], [4.288, -1.323, 4.329], [3.110, 0.009, 4.332], [3.096, 0.414, 0.753], [2.392, 0.969, 2.282], [5.234, -2.073, 2.278], [4.697, -1.361, 0.737], [-5.465, 2.992, 3.161], [-5.648, 2.291, 1.981], [-4.678, 1.399, 1.547], [-3.504, 1.192, 2.273], [-3.358, 1.884, 3.476], [-4.318, 2.782, 3.912], [-2.219, -0.043, 1.618], [-1.974, -1.206, 3.092], [-2.469, -2.511, 3.058], [-2.386, -3.343, 4.166], [-1.806, -2.884, 5.338], [-1.310, -1.588, 5.395], [-1.399, -0.763, 4.286], [-6.216, 3.697, 3.496], [-6.548, 2.443, 1.398], [-4.833, 0.861, 0.617], [-2.476, 1.747, 4.079], [-4.166, 3.325, 4.836], [-3.047, -0.849, 0.670], [-2.934, -2.881, 2.151], [-2.791, -4.346, 4.120], [-1.744, -3.527, 6.206], [-0.860, -1.225, 6.310], [-1.004, 0.244, 4.350]],
  "e_homo_ev": -7.2,
  "orbital_gap_ev": 6.83,
  "de_lowest_kj_mol": 124.69
}

***

Values for calculated total energy, Ha, ordered as above
-2925.77596, -841.30920, -360.65990, -1541.63397, -1255.61234, -9053.92429